1.
{
  "formula": "C4H9ClN3",
  "method": "ωB97M-V/def2-TZVPD",
  "species": ["C", "C", "C", "C", "N", "N", "N", "Cl", "H", "H", "H", "H", "H", "H", "H", "H", "H"],
  "positions_angstrom": [[-1.16864, 0.60696, 0.40749], [1.92683, 0.34598, 0.94551], [-0.06398, 0.42803, -0.66569], [1.32713, -0.29615, 1.93376], [-2.04822, -0.28991, 0.47861], [1.26398, 0.79894, -0.14312], [-0.18343, -0.90580, -1.17891], [2.17709, -0.61841, 3.37944], [-1.19845, 1.35949, 1.11370], [3.03586, 0.54894, 1.09933], [-0.21916, 1.11372, -1.55804], [0.28667, -0.53030, 1.91470], [-2.07891, -0.95728, -0.31696], [1.86088, 1.16055, -0.98322], [0.47301, -1.41476, -0.63146], [-2.61905, -0.36146, 1.40022], [0.07477, -0.96330, -2.19738]],
  "forces_ev_per_angstrom": [[1.533, -0.954, -1.918], [1.515, -0.468, 1.407], [0.392, 1.442, -0.660], [0.335, 0.107, 0.205], [-1.920, -0.663, 1.995], [0.472, 2.302, -4.658], [-0.199, 0.053, -1.585], [0.000, -0.340, 0.424], [0.432, 1.623, 1.420], [-1.640, 0.037, -0.779], [-0.220, -0.356, 1.412], [-0.466, -0.360, 0.260], [0.214, -0.277, 0.767], [-1.319, -0.969, 2.528], [0.523, -1.278, 0.133], [0.629, 0.076, -2.565], [-0.280, 0.025, 1.616]],
  "nbo_charge": [0.301, -0.020, 0.028, -0.351, -0.604, -0.624, -0.861, 0.043, 0.235, 0.258, 0.261, 0.172, 0.474, 0.421, 0.391, 0.464, 0.410],
  "lumo_ev": -5.098,
  "charge": 1
}

=====

2.
{
  "formula": "C7H14O2",
  "method": "ωB97M-V/def2-TZVPD",
  "species": ["C", "C", "C", "H", "H", "H", "H", "H", "H", "H", "H", "C", "C", "C", "C", "O", "O", "H", "H", "H", "H", "H", "H"],
  "positions_angstrom": [[1.26847, 0.75585, -0.05321], [2.09607, -0.48604, 0.17650], [1.06735, 1.15319, -1.49856], [1.67245, 1.59005, 0.51829], [-0.11095, 0.02753, -0.05992], [2.21088, -0.69083, 1.24249], [1.63735, -1.34701, -0.31646], [0.53507, 0.35977, -2.03362], [0.49907, 2.07951, -1.59095], [2.03695, 1.28011, -1.99087], [3.10279, -0.33995, -0.22790], [-1.32889, -1.05244, -0.39036], [-0.36637, 0.71925, 1.09796], [-1.39547, -2.34406, -0.04416], [-1.02111, 1.87844, 1.09632], [-2.31256, -0.41606, -1.08135], [-0.22036, -0.11347, 2.14196], [-3.03875, -1.02893, -1.29445], [-0.83440, -0.85958, 1.99747], [-1.72657, 2.08424, 1.88947], [-0.57011, -2.83801, 0.45577], [-2.24515, -2.98032, -0.30338], [-0.95572, 2.56876, 0.26892]],
  "forces_ev_per_angstrom": [[-0.380, 0.547, 1.243], [-0.244, -0.095, 0.139], [-0.433, -0.299, -0.015], [-0.114, -0.021, 0.040], [-2.470, -1.814, -0.297], [-0.119, -0.041, -0.085], [0.095, -0.034, 0.037], [-0.010, 0.099, -0.033], [0.062, -0.034, -0.019], [-0.055, 0.036, 0.182], [-0.157, 0.038, -0.102], [1.580, 0.527, -0.115], [2.381, 1.643, -0.609], [-0.011, 0.052, 0.031], [0.008, -0.460, -0.183], [-0.182, -0.005, -0.031], [-0.496, -0.349, -0.265], [0.211, 0.103, 0.125], [0.308, -0.050, -0.067], [0.002, -0.008, 0.014], [-0.010, 0.114, -0.011], [-0.021, 0.092, 0.026], [0.055, -0.040, -0.005]],
  "nbo_charge": [-0.203, -0.651, -0.646, 0.234, 0.301, 0.233, 0.226, 0.231, 0.222, 0.231, 0.229, 0.106, 0.279, -0.656, -0.502, -0.718, -0.705, 0.459, 0.511, 0.223, 0.205, 0.179, 0.214],
  "lumo_ev": 0.807
}

=====

3.
{
  "formula": "C7H10",
  "method": "ωB97M-V/def2-TZVPD",
  "species": ["C", "C", "C", "C", "C", "C", "C", "H", "H", "H", "H", "H", "H", "H", "H", "H", "H"],
  "positions_angstrom": [[-0.67193, 1.43957, -0.23220], [-0.06686, 2.52787, 0.22830], [0.36235, -0.25890, 1.22306], [-0.19228, 0.07172, 0.03438], [-0.41670, -0.96562, -0.98353], [-0.93232, -0.65586, -2.19594], [1.25118, -1.46002, 1.44720], [-1.63336, 1.56229, -0.72137], [0.76736, 2.39422, 0.90877], [-0.20589, 3.49904, -0.22302], [0.06010, 0.24170, 2.13841], [-0.32602, -2.02248, -0.75925], [-0.59103, -1.15553, -3.09663], [-1.63951, 0.15154, -2.32365], [1.44684, -2.02614, 0.54090], [0.64899, -2.18166, 2.01857], [2.13907, -1.16174, 1.99601]],
  "forces_ev_per_angstrom": [[-1.028, 0.015, 0.633], [0.865, -0.367, -0.343], [0.032, -0.718, -0.317], [-1.106, -0.807, 1.317], [-0.275, 1.058, -1.000], [0.340, -0.117, 0.153], [-1.767, -0.453, 0.051], [0.339, -0.024, -0.687], [0.277, 0.186, -0.292], [-0.646, 0.243, 0.571], [0.646, 0.813, -0.236], [1.358, 0.079, -0.039], [-1.024, -0.921, 0.153], [0.829, 0.767, -0.258], [0.550, 0.413, -0.181], [0.470, 0.066, 0.508], [0.140, -0.233, -0.033]],
  "nbo_charge": [-0.199, -0.366, -0.130, -0.117, -0.204, -0.385, -0.656, 0.200, 0.191, 0.204, 0.202, 0.214, 0.202, 0.190, 0.216, 0.214, 0.224],
  "lumo_ev": 0.514
}

=====

4.
{
  "formula": "C7H12",
  "method": "ωB97M-V/def2-TZVPD",
  "species": ["C", "C", "C", "C", "C", "C", "C", "H", "H", "H", "H", "H", "H", "H", "H", "H", "H", "H", "H"],
  "positions_angstrom": [[-2.57050, 0.09824, 0.36028], [-1.12728, -0.23070, 0.04703], [-0.23704, 0.73729, -0.77117], [0.92570, 0.13072, 0.00542], [1.80294, -0.92809, -0.59647], [2.39470, 0.35128, -0.03346], [-0.03458, -0.19613, 1.14405], [-3.16890, 0.10324, -0.55815], [-2.67270, 1.07913, 0.83797], [-2.99914, -0.65334, 1.03378], [-1.06915, -1.21236, -0.43666], [-0.22696, 0.66838, -1.86283], [-0.43079, 1.77776, -0.47520], [1.80169, -1.06154, -1.67720], [1.94886, -1.85623, -0.04537], [2.78641, 1.08269, -0.73660], [2.94537, 0.28993, 0.90197], [-0.18997, 0.66347, 1.81190], [0.15346, -1.09176, 1.74505]],
  "forces_ev_per_angstrom": [[-0.051, 0.050, 0.026], [-0.183, -0.093, -0.014], [-0.006, 0.051, -0.177], [0.089, -0.065, -0.023], [0.072, -0.069, -0.030], [0.099, 0.127, 0.061], [0.022, -0.113, 0.147], [0.044, 0.028, 0.142], [0.048, -0.101, -0.053], [0.035, 0.126, -0.083], [-0.053, 0.078, 0.041], [-0.034, -0.057, 0.109], [0.073, -0.157, -0.017], [-0.023, 0.132, 0.194], [0.002, 0.245, -0.020], [-0.068, -0.135, 0.101], [-0.082, -0.005, -0.146], [0.072, -0.118, -0.138], [-0.055, 0.074, -0.119]],
  "nbo_charge": [-0.608, -0.193, -0.387, -0.055, -0.420, -0.418, -0.387, 0.210, 0.202, 0.210, 0.197, 0.203, 0.197, 0.210, 0.209, 0.215, 0.215, 0.197, 0.202],
  "lumo_ev": 1.151
}

=====

Calculated values (eV) of relative energy (zero: lowest compared OMol25 entry of this formula, charge and spin) for the records, taken in order: 0.627; 6.324; 3.176; 1.330.